[1]
Entry from the Open Molecules 2025 dataset: 17 unconnected molecules or ions with the total composition C36H115N9O17 at a distorted geometry (the ωB97M-V functional and the def2-TZVPD basis).

Element x y z (Å)
O (7.84325, -2.67568, 9.42317)
H (6.91520, -2.87200, -6.03833)
H (4.53959, -2.45699, -5.60523)
C (-2.27914, -6.22997, -5.09201)
H (7.36608, -0.11563, -6.02304)
H (7.04097, -7.17692, 0.30805)
H (9.09143, -4.14543, 9.72022)
H (6.92447, -3.00620, 6.82990)
N (-11.35819, 8.58258, -5.12965)
C (-1.93282, 1.81322, 1.37866)
H (-5.63034, 3.99254, 2.52645)
C (6.69935, -2.13520, 8.81786)
H (8.88887, -1.65861, 6.68377)
O (-0.49953, 7.26053, 5.45343)
H (4.09124, -6.66713, 2.61813)
H (-4.03354, -4.63479, 2.99070)
H (-1.10992, -6.47134, -3.22301)
C (1.20298, 0.37381, 13.06825)
H (-1.35670, 7.21591, 5.87711)
C (-0.64578, 1.02198, 11.68574)
H (-13.28774, 6.79564, -5.95190)
C (6.61402, -1.83182, -6.16245)
O (-2.36014, 1.41440, -6.55252)
H (5.62235, -8.32844, 3.71498)
H (-3.17545, 1.12541, 10.77401)
O (-10.34694, -1.28992, -0.94042)
N (5.40059, -1.55835, 6.90867)
C (-7.91075, 6.45578, -5.46521)
H (2.18533, 0.79419, 13.28358)
H (7.28950, 6.50271, -4.61768)
H (-1.79481, 2.87713, 11.97002)
C (-1.09427, -5.00820, -6.83764)
H (9.40736, 6.79366, -7.79199)
H (-11.12024, 0.62934, -1.33388)
H (-11.49938, 9.14616, -5.95581)
H (-6.68762, -0.36614, 2.10209)
H (-8.94966, -1.10958, -2.49323)
O (-0.33751, -4.05884, 7.17445)
H (6.59954, -1.16450, 9.30352)
H (-1.73437, 0.69008, -6.55584)
H (4.95773, -9.01370, 1.56288)
C (-4.57487, 4.22879, 2.39122)
C (-1.38225, 2.26047, 11.17150)
H (5.37027, -1.74745, 5.91699)
C (5.49305, -8.06702, 1.63573)
H (-2.87408, 3.68003, 0.52351)
C (-9.76308, -3.13191, -2.48433)
H (-7.39049, 6.71696, -4.54368)
C (4.42681, -6.97195, 1.62688)
H (-3.16280, -5.69488, 2.35044)
H (4.62532, 2.98167, 1.65553)
H (7.33434, -0.95073, -4.62039)
H (-9.22687, -3.38387, -3.39926)
H (4.63226, 4.44971, -5.71815)
N (-0.87097, 1.95283, 0.42902)
C (-10.36303, 0.10696, -0.74920)
H (3.61921, 4.91459, 5.94311)
H (0.12365, 3.53279, 11.16168)
N (7.13238, 7.88000, -7.16475)
H (-0.58721, 2.21285, 3.11778)
H (-1.25222, 0.37348, 12.31802)
H (7.51354, -1.45335, -8.20978)
H (4.51738, -2.58587, -9.86568)
H (6.81915, -8.74661, 2.97674)
C (5.54336, -2.25390, -9.70672)
H (-0.13319, 10.90658, 1.45959)
H (6.96266, 4.93825, -5.27879)
H (6.27669, -2.85511, -10.24419)
H (9.00867, -8.05872, 0.14013)
C (-11.08240, -3.87587, -2.68571)
C (-11.01971, 7.30890, -5.65711)
C (-9.74153, 7.43180, -6.60056)
H (-9.42975, 0.47294, -1.17715)
H (-9.19869, -3.25126, -0.53845)
C (-1.13982, 1.39109, 2.66233)
O (5.47203, 6.30763, -5.26281)
C (5.31284, -1.78578, -5.23152)
H (-1.99558, -4.75558, -7.39615)
H (-0.46017, 0.24904, 10.93994)
O (0.39480, 10.11717, 1.34002)
H (0.06018, 6.69346, 5.98390)
C (7.95115, -1.13998, 6.88329)
H (-3.75846, -8.22729, -3.51687)
C (6.78050, -2.01767, 7.26598)
H (5.86832, -8.23363, -0.49509)
H (5.09160, -0.72043, -5.29620)
H (-7.09925, 5.98012, -6.01595)
H (-0.45412, -4.18348, -7.15090)
H (5.44909, -0.55021, 6.87132)
H (-1.28262, 2.36690, -0.39511)
H (8.52514, -8.89834, -1.34060)
H (-0.37945, 1.09449, 0.22467)
C (8.40964, -3.84972, 8.92284)
H (0.56169, -3.82921, 6.94006)
H (-3.84440, -5.94539, -2.62929)
O (-7.18280, -1.15357, 2.32789)
N (6.16962, -7.97388, 2.94369)
C (7.39611, 6.50052, -6.77812)
O (0.38038, 1.46310, 12.62105)
H (-1.87471, 1.18677, 3.44097)
H (4.80280, -6.02988, 1.22783)
O (-8.57965, 7.62689, -5.85811)
H (-9.59965, 6.64372, -7.34009)
H (-11.97630, 5.97458, -6.85154)
H (5.64501, -1.21406, -10.01739)
H (-9.76328, -4.64470, -1.07948)
H (-2.58956, 0.95626, 1.22894)
H (-4.46637, 4.84200, 1.49663)
H (-4.28844, 4.68600, 3.33833)
H (-10.43646, 0.37530, 0.30470)
H (-10.94535, -4.91513, -2.98446)
H (-8.60068, 5.67025, -5.15694)
O (5.57176, 2.99761, 1.79771)
H (-2.96146, 2.51692, 9.64079)
C (-9.87133, -1.63100, -2.23490)
H (-12.44137, 7.52770, -7.39257)
C (8.62394, -8.99698, -0.25958)
C (4.48423, 5.50149, -5.96296)
O (3.33527, 4.28171, 6.60271)
C (-2.73229, 3.14557, 1.46284)
H (-2.16108, 3.81130, 2.10986)
H (6.19570, 8.10429, -6.86075)
H (-3.18556, 1.01972, -6.83385)
H (-0.81497, -4.03601, 6.34515)
C (-2.10997, -6.68500, -3.60031)
H (0.89128, -0.03027, 14.03140)
N (-0.54986, 3.17593, 10.49902)
H (-1.81602, -7.03169, -5.66721)
H (8.90711, -3.68655, 7.96681)
H (-0.47448, -5.79377, -7.26989)
H (4.66225, 5.81950, -6.99023)
H (9.43621, 7.06187, -6.06472)
O (-3.94429, 2.99792, 2.03687)
O (-1.57822, -4.97610, -5.46125)
H (1.33241, -0.31358, 12.23228)
H (7.70332, -0.50449, 6.03310)
H (-9.82502, 8.35868, -7.16803)
H (-2.51653, -8.32300, -2.29815)
H (-11.76336, -3.77116, -1.84107)
H (9.20077, 5.44663, -6.59662)
C (-12.34667, 6.93187, -6.48476)
H (0.13445, 9.54294, 2.06024)
C (6.82051, 6.00276, -5.46513)
H (-0.61879, 0.43631, 2.59142)
C (-2.69236, -8.07824, -3.34566)
O (-3.30586, -5.22894, 3.17426)
H (6.96853, 7.93835, -8.15967)
H (-2.00110, -8.67536, -3.94039)
H (5.85354, -2.74005, 9.14476)
H (-8.09035, -0.93542, 2.11576)
C (-2.46431, 1.74208, 10.22438)
H (6.96782, 5.84396, -7.53548)
H (5.47634, -1.99365, -4.17409)
C (6.47150, -8.10146, 0.40313)
H (-2.01158, 1.13926, 9.43713)
H (-3.32943, -6.16251, -5.37565)
H (-11.62129, -3.41807, -3.51525)
O (7.41060, -9.20697, 0.44703)
H (5.74793, 3.87296, 2.14261)
H (0.06510, 2.71967, 9.84043)
H (-10.55448, 8.90958, -4.61272)
H (3.48747, 5.86658, -5.71539)
N (-9.17595, -3.86541, -1.33995)
H (-10.65182, 6.65333, -4.86781)
C (8.95712, 6.47820, -6.85078)
H (6.21577, -0.40485, -7.62126)
C (6.58329, -1.43081, -7.64214)
H (-2.78818, -4.83765, -3.03852)
H (3.57364, -7.29338, 1.02948)
N (7.63976, -0.98235, -5.58259)
O (5.66586, -2.35171, -8.28727)
H (7.68577, -4.64649, 8.75176)
H (9.31938, -9.80800, -0.04348)
H (3.66920, 4.63037, 7.42925)
H (-10.52725, -1.29910, -3.03970)
H (8.28195, -0.33616, 7.54097)
N (-2.84934, -5.78674, -2.69855)

Output
Net charge = 0
E_LUMO = 0.009 hartree
Total energy = -3212.01696 a.u.
Energy above the lowest of the compared OMol25 structures with the same formula, charge and spin = 1003.3 kJ/mol

[2]
Entry from the Open Molecules 2025 dataset: a molecular structure, C36H13Cl2F25GeN3PbS at a distorted geometry (the ωB97M-V functional and the def2-TZVPD basis).

Element x y z (Å)
C (4.29652, 2.92599, 2.95406)
C (-4.36939, -1.93574, -3.07887)
F (2.39594, 6.34281, 0.78179)
F (4.71044, 5.20446, 2.93888)
F (-1.04163, 7.02617, 3.93664)
C (0.92818, 4.10778, 3.16361)
C (0.15504, 1.89247, -3.05877)
C (1.86543, -1.78961, 1.78244)
H (0.58582, -3.71520, 0.44964)
F (0.18667, 2.85665, -6.55157)
H (2.91157, -1.11734, -0.31289)
Cl (-0.97457, -0.41687, 3.23433)
C (5.89270, 3.87726, 4.51836)
C (4.51959, 1.68486, 3.51459)
H (-1.80066, -0.03280, 5.38783)
F (-2.92647, 0.92502, -0.51551)
C (-0.00451, 2.65852, -4.19946)
F (-0.47005, 3.89531, -4.09585)
F (-5.22170, 1.34490, -1.80271)
H (-1.65813, -3.43530, -0.46808)
F (1.25297, -1.23546, -4.54263)
C (-0.90729, -2.65668, -0.65223)
F (7.32612, 4.55407, -1.59447)
F (-6.25239, -0.55654, -3.48364)
H (2.60582, -0.99722, 1.83717)
H (2.46155, -1.21696, -2.57036)
H (0.96870, -2.11845, -2.41206)
F (0.99358, 0.23944, -6.69880)
Pb (-0.04452, 0.47567, 0.26522)
C (5.42211, 1.50905, 4.55548)
C (0.66325, 6.72256, 2.33702)
F (6.18258, 3.79280, 0.78347)
C (5.42076, 4.13488, -0.26085)
C (3.26334, 4.36803, -1.21270)
C (2.07521, -1.76468, -0.57516)
F (-0.77499, 4.43345, 4.76832)
C (0.74000, 0.79908, -5.52322)
H (1.19841, -1.68999, 2.63145)
C (4.04973, 4.06208, -0.11874)
C (0.89342, 0.04493, -4.37141)
C (1.60055, 5.88032, 1.74376)
C (0.64283, 0.55766, -3.06480)
H (2.37783, -2.75330, 1.83899)
C (-3.17832, -2.15578, -2.40624)
F (6.98606, 2.44514, 6.04057)
F (5.73436, 5.11325, -3.72643)
F (3.84161, 0.62650, 3.05329)
C (4.97875, 4.00819, 3.48064)
H (-0.42410, -2.94157, -1.60521)
C (-0.00852, 4.91484, 3.78873)
C (-0.14513, 6.23562, 3.36477)
C (-5.10195, -0.76248, -2.86825)
F (1.93380, 4.23186, -1.05755)
F (-4.81746, -2.84495, -3.93506)
F (-2.50937, -3.28016, -2.69395)
F (6.53988, 4.92598, 5.01000)
C (-2.62243, -1.22071, -1.48055)
C (6.00557, 4.51286, -1.46566)
N (1.10698, -1.66834, 0.52557)
F (3.01543, 5.01310, -3.46996)
C (1.73140, 4.56249, 2.13853)
Cl (-3.69235, -0.80707, 4.19837)
C (6.11939, 2.60750, 5.05263)
Ge (3.08307, 3.29437, 1.42689)
F (1.09200, 2.82195, 3.53893)
C (5.19022, 4.81026, -2.55654)
H (2.45156, -2.78958, -0.66282)
C (3.80269, 4.75252, -2.42799)
N (-1.50917, -1.37544, -0.76232)
C (0.09796, -2.73552, 0.49358)
F (-0.15437, 2.44304, -1.87489)
S (2.49456, 1.38509, 0.48915)
C (1.57065, -1.32014, -1.94162)
F (0.52979, 7.97838, 1.93090)
H (-2.41198, 1.17788, 4.19570)
F (5.61440, 0.29890, 5.07544)
H (-0.45705, -2.67369, 1.43097)
C (0.31369, 2.12870, -5.45623)
C (-3.37850, -0.02179, -1.34995)
C (-4.57510, 0.20293, -2.00247)
C (-2.19712, 0.12646, 4.38395)
N (0.83650, -0.09499, -1.90894)

Output
Net charge = +1
E_LUMO (alpha / beta) = -0.207 / -0.209 hartree
Total energy = -7628.51354 a.u.
Energy above the lowest of the compared OMol25 structures with the same formula, charge and spin = 46.7 kJ/mol